Molecular formula: C51H140F6HfN10O25S2
Method: DFT, ωB97M-V/def2-TZVPD

Atoms and positions in Å:
Hf -2.97 0.07 -3.08
S -0.13 -0.23 -0.63
S -2.95 -1.76 -6.39
F -4.95 -3.32 -7.63
F -1.04 0.99 1.73
F -0.74 -1.20 1.70
F -5.50 -1.16 -7.35
F -4.01 -1.61 -8.87
F 1.02 -0.03 1.68
O 6.67 4.37 -0.01
O -2.66 -2.16 -2.47
O 0.53 0.96 -1.21
O -1.81 -1.25 -7.11
O 6.56 -3.31 4.17
O 4.51 -4.94 -3.01
O -4.78 1.62 -6.60
O -1.48 -0.11 -1.19
O 2.62 2.77 -2.76
O 5.27 4.98 6.76
O -0.71 -0.60 -3.69
O 0.82 -4.18 4.78
O -3.19 -0.88 -5.19
O 1.66 0.79 -4.34
O -0.10 2.94 -3.04
O -5.19 -1.30 -3.72
O -2.75 -3.12 -5.84
O 4.50 3.00 1.60
O -0.09 -4.05 0.27
O 0.49 -1.55 -0.85
O -5.04 2.47 -0.67
O -4.49 -3.26 -0.99
O -0.07 0.55 -6.70
O 0.44 4.60 4.39
O -3.19 -8.41 0.86
N -2.62 2.29 -1.94
N -2.00 1.76 -4.79
N -4.34 -0.42 -0.97
N 5.28 3.38 -2.04
N 0.44 -4.38 7.84
N 6.52 -3.91 1.30
N -1.01 6.38 7.29
N -2.48 -5.39 3.07
N 5.56 3.36 4.27
N -4.88 1.33 -3.85
C -1.09 -7.14 2.55
C -6.33 2.56 -0.08
C 1.97 1.25 -5.63
C 4.46 3.10 5.19
C -0.42 -2.01 -3.57
C -4.45 -2.62 0.27
C 3.16 2.57 1.46
C -5.25 -4.48 -1.02
C -2.82 -8.06 -0.50
C -2.27 -6.40 2.03
C 5.84 -2.77 1.87
C 2.00 4.04 -2.52
C 5.68 5.45 8.05
C -4.00 -0.56 1.44
C 4.61 -2.49 0.96
C 4.18 1.60 5.11
C -6.36 -0.46 -4.09
C -0.24 -0.05 1.27
C 5.60 -2.69 3.39
C 0.58 -3.04 5.57
C 7.44 5.00 1.01
C -3.79 -1.27 0.09
C -6.19 0.95 -3.43
C -3.48 -7.32 1.70
C -0.01 6.09 6.32
C -2.63 2.66 -0.49
C 0.25 3.50 3.55
C 6.00 2.42 -1.20
C -1.65 3.73 -6.05
C -3.37 1.94 -6.89
C 3.61 -3.93 -2.67
C 1.38 0.32 -6.71
C 0.65 4.14 -3.40
C -0.24 -3.41 6.90
C 7.17 3.05 -0.44
C -7.15 1.98 -4.04
C -3.99 3.24 -0.07
C -1.42 3.63 -0.24
C 4.71 3.67 6.72
C -4.47 -1.94 -7.66
C -5.72 2.06 -7.59
C -0.34 4.74 5.59
C -1.55 -2.88 -2.96
C 0.63 -5.20 -0.14
C 6.21 -3.57 5.58
C 1.30 6.01 7.19
C -5.53 -2.61 -4.10
C 2.08 -4.14 4.09
C -0.52 -2.16 7.70
C -2.71 2.62 -5.71
C 6.40 1.30 -2.23
H -5.27 -0.81 -0.90
H 6.04 -4.76 1.57
H -5.47 -2.60 0.65
H -4.34 -6.81 1.26
H -0.09 3.86 6.17
H 1.65 -5.02 0.19
H -3.38 -0.97 2.24
H -3.96 -3.19 1.05
H -6.29 -3.12 -3.50
H -1.66 -3.70 -3.66
H -3.11 3.13 -2.22
H 0.11 6.90 5.60
H 0.12 5.04 -3.08
H -6.28 -4.13 -0.94
H 2.68 -4.37 -2.31
H -0.77 3.27 -6.51
H -1.24 -3.79 6.65
H -6.68 3.55 -0.38
H -2.76 -8.96 -1.12
H 5.75 3.38 -2.94
H 5.89 6.51 8.17
H 2.38 -3.17 3.70
H -4.55 0.46 -0.52
H -0.84 -7.97 1.89
H -1.94 -5.79 1.19
H 4.85 -1.82 0.13
H -6.23 0.92 -2.34
H -1.29 1.40 -5.41
H 7.11 4.72 2.01
H 6.45 0.42 -1.59
H 3.98 -1.83 1.54
H 5.39 3.09 7.34
H 0.34 -1.72 8.18
H 0.19 -6.05 0.38
H 4.08 -3.43 0.79
H -1.39 4.69 5.30
H 1.53 -0.73 -6.46
H -3.47 3.17 -5.16
H -7.17 2.93 -3.50
H -0.31 -2.40 -4.58
H -5.84 -2.86 -5.11
H -2.99 -2.75 -1.79
H 8.48 4.69 0.87
H 1.87 2.34 -5.64
H 0.56 2.38 -2.61
H -1.54 4.12 0.72
H 2.08 1.45 -3.78
H -6.75 1.74 -7.45
H -6.27 2.53 1.00
H 5.42 4.25 -1.57
H -4.10 4.24 -0.49
H 4.79 5.31 8.68
H 3.04 1.11 -5.74
H 3.20 1.34 5.51
H 3.06 1.76 0.75
H -6.99 2.11 -5.11
H 4.77 3.38 0.76
H -3.81 -7.59 2.70
H 3.53 -3.24 -3.51
H -1.40 2.37 -4.27
H -1.90 6.51 6.83
H 7.28 1.65 -2.76
H -1.07 5.65 7.98
H -5.03 -5.04 -1.93
H 8.00 3.21 -1.13
H -5.13 -5.08 -0.12
H 6.99 -4.12 6.11
H 3.49 2.83 -2.37
H -7.35 -0.84 -3.82
H -5.19 1.42 -4.81
H 0.09 -2.26 4.99
H -2.52 -5.92 3.93
H -1.20 4.40 -0.98
H -2.10 4.48 -6.70
H 0.04 -0.21 -4.13
H 3.94 -3.35 -1.81
H 0.79 -5.10 7.22
H 1.41 5.16 7.86
H -6.26 -0.42 -5.17
H -5.01 -0.76 1.81
H -4.75 2.33 -3.82
H 4.24 1.24 4.08
H 1.82 -4.67 3.18
H 2.88 -4.48 4.76
H -6.93 1.75 -0.52
H -0.77 3.30 3.22
H -5.76 3.14 -7.74
H -1.38 4.19 -5.10
H 6.36 -3.85 0.30
H -0.76 -1.35 7.00
H 2.69 4.80 -2.88
H -3.29 2.62 -7.74
H 5.60 1.04 -2.93
H -3.49 -7.37 -1.02
H 0.55 2.58 4.05
H 6.58 4.93 8.40
H 1.68 0.61 -7.72
H 4.73 -5.36 -2.17
H 1.17 -3.84 8.30
H 5.29 2.01 -0.48
H 5.27 -4.12 5.68
H -1.42 -2.15 8.32
H -2.75 -1.57 -0.04
H 1.59 6.91 7.72
H -3.85 0.51 1.52
H 2.62 3.42 1.05
H -4.18 3.19 1.00
H 0.51 -5.25 -1.22
H 0.95 3.58 2.72
H -0.21 -6.49 2.49
H 1.54 -2.65 5.90
H -1.82 -7.64 -0.61
H 3.65 3.76 4.87
H 4.64 -3.08 3.74
H 6.63 -2.01 1.85
H 0.79 4.21 -4.48
H 5.84 4.31 4.48
H 0.57 -2.03 -3.11
H 0.22 -3.24 -0.14
H 4.98 1.08 5.64
H -1.24 -7.53 3.55
H 5.60 -1.63 3.64
H 5.24 3.36 3.31
H 1.85 4.28 -1.47
H 6.19 -2.55 5.97
H -5.41 1.79 -8.60
H -2.53 1.73 0.06
H -1.69 2.64 -2.12
H 7.50 2.39 0.36
H 2.04 5.93 6.39
H 7.34 6.08 1.12
H -1.22 -3.28 -2.00
H 2.80 2.21 2.42
H -0.62 2.91 -0.03
H 3.80 3.56 7.31
H -2.86 1.04 -7.22
H -0.51 -0.19 -7.13
H -1.59 -4.92 2.98
H -4.68 -3.28 -4.00
H -8.10 1.47 -3.91

Properties
HOMO energy (eV): -11.28
Largest force on an atom (eV/Å): 4.82
Charge: +2